Entry 1:
Molecular formula: C23H25FN4O6Rb
Method: DFT, wB97M-V/def2-TZVPD

Calculated values
HOMO-LUMO gap = 5.836 eV
Net charge = +1

CARTESIAN COORDINATES (ANGSTROEM)
Rb -1.55078 3.62457 0.08054
O -1.61526 6.82644 -0.36128
C -2.16277 7.72123 0.27186
O -3.79243 5.30284 0.55866
C -4.25661 6.45411 0.62817
O -5.56881 6.73710 0.80294
N -3.53662 7.65439 0.56861
C -5.76415 8.18081 0.68918
C -4.39732 8.80162 0.89334
H -6.50235 8.50998 1.43116
H -6.12001 8.40910 -0.32541
H -4.25124 9.08989 1.94753
H -4.19822 9.66633 0.24336
C -1.47114 8.93494 0.78185
C -0.22684 9.22405 0.39204
H -2.02188 9.54983 1.51315
H 0.29324 8.59905 -0.33743
H 0.27613 10.09896 0.80051
F -1.09092 -3.35553 -3.07886
C -0.34758 -2.96528 -1.99178
C -0.49888 -1.67184 -1.53757
C 0.21968 -1.24850 -0.40939
C 0.02986 0.09918 0.06120
O -0.75845 0.91959 -0.44835
C 0.77575 0.47577 1.19587
C 1.63084 -0.39706 1.85727
N 1.85788 -1.67938 1.34886
C 2.75649 -2.56417 2.01057
C 3.66414 -2.16480 3.13592
C 2.39265 -2.87339 3.43805
C 1.10393 -2.13515 0.25375
C 1.21397 -3.46467 -0.19893
C 0.49780 -3.90924 -1.34529
N 0.64547 -5.22563 -1.80350
C 0.83171 -6.32953 -0.88496
C 2.14950 -7.03588 -1.18252
N 2.13209 -7.40876 -2.61169
C 1.91493 -6.30796 -3.56541
C 0.60917 -5.60501 -3.19814
C 0.43948 1.90071 1.63905
O -0.44575 2.00158 2.52261
O 1.04318 2.79316 0.98375
H -1.16652 -0.97195 -2.03321
H 2.20833 -0.10579 2.75951
H 3.32737 -3.22283 1.33121
H 4.50728 -2.81669 3.37332
H 3.83339 -1.08613 3.15589
H 1.54666 -2.33837 3.88400
H 2.46175 -3.91180 3.76574
H 1.89302 -4.14951 0.31623
H 0.00818 -7.05806 -0.99419
H 0.83787 -5.98225 0.15628
H 3.00801 -6.35935 -1.07193
H 2.30884 -7.93206 -0.56289
H 3.00254 -7.88465 -2.85212
H 1.38596 -8.08414 -2.75083
H 1.91061 -6.68527 -4.59795
H 2.77107 -5.63369 -3.43152
H -0.23675 -6.28508 -3.37727
H 0.49248 -4.72586 -3.83957

Atomic partial charges in e from the Mulliken method, atoms 1 to 8: number 1, Rb, carries 0.97; number 2, O, carries -0.52; number 3, C, carries 0.67; number 4, O, carries -0.53; number 5, C, carries 0.31; number 6, O, carries -0.32; number 7, N, carries 0.26; number 8, C, carries -0.44

Entry 2:
Molecular formula: C23H25MnN3O4Se2Te2
Method: DFT, wB97M-V/def2-TZVPD

Calculated values
Spin multiplicity = 6
HOMO-LUMO gap (spin up / spin down) = 4.251 / 4.409 eV
Net charge = -2

CARTESIAN COORDINATES (ANGSTROEM)
Mn 1.40432 0.53514 0.67542
C 2.17687 -2.31788 3.99333
O 0.98690 -2.40719 4.81363
C 0.23390 -3.52695 4.69619
C -0.06090 -4.21242 5.87271
C -0.83256 -5.36135 5.87110
C -1.32869 -5.84304 4.66761
C -1.07935 -5.14726 3.49892
C -0.31591 -3.97614 3.47814
N -0.09510 -3.37461 2.23452
C -0.13812 -2.03582 1.84671
N -0.58809 -1.17631 2.78201
C -1.07838 0.14669 2.57120
C -0.49429 1.03796 1.67658
C -1.12738 2.29067 1.59259
C -2.22583 2.63637 2.36224
C -2.75785 1.73185 3.28271
C -2.17571 0.48147 3.37867
O -2.61547 -0.50470 4.25686
C -3.56372 -0.12349 5.21530
N 0.17091 -1.67239 0.64832
C 0.50432 -2.64623 -0.30493
C -0.32238 -2.82502 -1.41108
C 0.00981 -3.70709 -2.42821
C 1.18783 -4.43430 -2.35811
C 2.02889 -4.27252 -1.26593
C 1.69638 -3.38372 -0.25328
O 2.50211 -3.18932 0.83418
C 3.88862 -3.03450 0.56812
H 2.22414 -1.34173 3.49942
H 2.17631 -3.08635 3.22324
H 3.03943 -2.46430 4.64869
H 0.36262 -3.81975 6.78839
H -1.03339 -5.87987 6.80052
H -1.92915 -6.74403 4.63949
H -1.49785 -5.48811 2.55907
H 0.07778 -4.00505 1.46779
H -0.87399 -1.58331 3.65523
H -0.71430 3.02501 0.90882
H -2.67567 3.62026 2.26788
H -3.60562 2.00758 3.89599
H -3.70741 -0.98207 5.87057
H -4.52429 0.13837 4.75694
H -3.21693 0.73096 5.80649
H -1.20468 -2.20256 -1.47801
H -0.63739 -3.79450 -3.29249
H 1.46742 -5.10940 -3.15825
H 2.96794 -4.80884 -1.20960
H 4.30376 -2.48142 1.40810
H 4.03881 -2.45701 -0.34627
H 4.38688 -4.00761 0.48254
Se 2.70704 -0.32680 -1.63298
Te 0.88235 0.25405 -3.23219
Te 0.34804 2.89147 -2.35800
Se 1.89046 3.07711 -0.42850
C 4.15000 0.23215 1.99713
O 2.78286 0.12750 2.05686
H 4.65005 -0.44205 2.72798
H 4.51956 1.24929 2.22580
H 4.57153 -0.01965 1.00554

Atomic partial charges in e from the Mulliken method, atoms 1 to 8: number 1, Mn, carries 0.54; number 2, C, carries -0.55; number 3, O, carries -0.44; number 4, C, carries 0.67; number 5, C, carries -0.70; number 6, C, carries -0.44; number 7, C, carries -0.63; number 8, C, carries -0.82

Entry 3:
Molecular formula: C23H25N2O2S2
Method: DFT, wB97M-V/def2-TZVPD

Calculated values
HOMO-LUMO gap = 5.146 eV
Net charge = -1

CARTESIAN COORDINATES (ANGSTROEM)
C 1.12934 -3.98511 -1.86165
C 0.59110 -3.56371 -0.52776
C 1.48114 -3.26202 0.51663
C 1.02313 -2.86295 1.75711
C -0.37578 -2.68561 1.97581
S -0.91188 -2.06515 3.41739
C -1.27916 -3.03213 0.92673
C -0.79052 -3.45958 -0.29164
H 0.31913 -4.18866 -2.56677
H 1.77193 -3.20246 -2.28416
H 1.74527 -4.88767 -1.76516
H 2.55428 -3.34868 0.33663
H 1.71008 -2.64799 2.57723
H -2.34830 -2.92739 1.10328
H -1.47885 -3.71578 -1.09953
C -7.61775 4.00043 2.27569
C -6.28127 3.35127 2.05191
C -5.35296 3.94442 1.18629
C -4.11268 3.34996 0.94799
C -3.78385 2.14501 1.58345
S -2.26438 1.29133 1.15347
N -1.33369 1.46736 2.59113
C -0.15836 0.95285 2.69122
C 0.70441 1.23396 3.84005
C 2.02572 0.74888 3.89646
C 2.83192 1.00498 4.99119
C 2.33850 1.75310 6.08941
N 3.14134 1.97388 7.21894
C 4.08604 3.07209 7.33052
C 3.25249 1.02346 8.31247
C 1.01326 2.26355 6.01637
C 0.21526 2.01195 4.90735
O -2.58719 -0.10235 0.96920
O -1.61945 2.02724 0.09561
C -4.69768 1.54655 2.45925
C -5.93282 2.15464 2.69373
H -8.22918 3.41763 2.97038
H -7.50154 5.01266 2.68398
H -8.17295 4.10064 1.33419
H -5.61303 4.87942 0.68298
H -3.39844 3.80400 0.26477
H 0.28683 0.30036 1.91547
H 2.40423 0.16014 3.05967
H 3.85617 0.63750 5.03346
H 4.02752 3.74276 6.46369
H 3.87019 3.64328 8.24740
H 5.11427 2.68354 7.42104
H 2.57272 0.17275 8.17486
H 4.28816 0.65301 8.39246
H 3.01096 1.53235 9.25913
H 0.64219 2.85577 6.85510
H -0.79994 2.40788 4.84869
H -4.44542 0.60518 2.94315
H -6.65353 1.69086 3.37244

Atomic partial charges in e from the Mulliken method, atoms 1 to 8: number 1, C, carries -1.37; number 2, C, carries 0.94; number 3, C, carries -0.35; number 4, C, carries -0.74; number 5, C, carries 0.13; number 6, S, carries -0.46; number 7, C, carries -0.63; number 8, C, carries -0.49

Entry 4:
Molecular formula: C23H25N3O2
Method: DFT, wB97M-V/def2-TZVPD

Calculated values
SMILES string = Cc1cccc(N2CCN(C(=O)c3c(-c4ccccc4)noc3C)CC2)c1C
HOMO-LUMO gap = 8.599 eV

CARTESIAN COORDINATES (ANGSTROEM)
C 6.46171 1.26254 0.46053
C 5.50694 0.22491 -0.05271
C 6.00667 -0.91489 -0.66937
C 5.14709 -1.86770 -1.17846
C 3.78207 -1.71961 -1.02822
C 3.25720 -0.60419 -0.37867
C 4.12892 0.40380 0.06652
C 3.58873 1.69285 0.61561
H 3.58324 1.69721 1.70573
H 4.20393 2.52631 0.28452
H 2.57539 1.85434 0.26052
N 1.87553 -0.43765 -0.18948
C 0.97149 -1.16270 -1.05652
H 1.04402 -2.25731 -0.95273
C -0.46085 -0.74756 -0.73911
N -0.78990 -1.17923 0.60440
C -2.04461 -1.32191 1.08486
O -2.27273 -1.75461 2.20199
C -3.13335 -0.91612 0.16443
C -4.15778 -1.69662 -0.30465
O -4.95287 -0.95310 -1.08951
N -4.49103 0.31773 -1.12907
C -3.41305 0.37450 -0.38629
C -2.67312 1.61233 -0.18118
C -2.66206 2.58976 -1.17410
C -1.93616 3.75184 -0.99449
C -1.21976 3.95256 0.17486
C -1.24550 2.99366 1.17438
C -1.97034 1.82873 1.00272
H -2.00789 1.09340 1.79270
H -0.70237 3.15662 2.09401
H -0.64844 4.85884 0.31095
H -1.92658 4.50447 -1.76888
H -3.22441 2.41715 -2.07827
C -4.46596 -3.13062 -0.10092
H -5.54270 -3.27196 -0.04814
H -4.08346 -3.72583 -0.93035
H -4.00180 -3.46672 0.82239
C 0.33941 -1.37666 1.49098
C 1.39325 -0.31780 1.18221
H 2.22898 -0.42342 1.87630
H 0.93689 0.66986 1.33396
H -0.02302 -1.28214 2.51721
H 0.75588 -2.38388 1.37158
H -0.54673 0.34230 -0.83276
H -1.14888 -1.21019 -1.45240
H 1.20931 -0.90291 -2.09172
H 3.12921 -2.48803 -1.41027
H 5.53919 -2.74060 -1.67950
H 7.07458 -1.04601 -0.76447
H 7.48201 0.88916 0.42445
H 6.41101 2.16737 -0.14574
H 6.22640 1.53361 1.48822

Atomic partial charges in e from the Mulliken method, atoms 1 to 8: number 1, C, carries -1.62; number 2, C, carries 0.93; number 3, C, carries -0.85; number 4, C, carries -1.03; number 5, C, carries -0.59; number 6, C, carries 0.35; number 7, C, carries 0.85; number 8, C, carries -1.56